1.
Formula: C27H83N13O18
Source: OMol25
Level of theory: wB97M-V/def2-TZVPD

Cartesian coordinates (Å):
H: 8.59 -2.66 -2.04
C: 3.07 -0.73 -5.97
H: -5.27 5.15 3.44
N: -0.73 -4.76 -0.07
H: 6.12 4.48 0.19
H: 0.44 -4.27 6.62
C: 3.11 4.72 3.76
C: 0.41 -5.07 0.41
O: 6.85 3.68 -1.85
H: -1.08 -5.01 -4.59
N: 5.34 4.09 -0.32
H: -7.16 -5.28 2.59
H: 6.09 -1.35 0.87
C: -6.98 -4.21 2.66
H: -2.37 -0.24 0.79
H: 1.18 -2.81 4.35
H: -5.07 -4.11 1.67
H: 4.62 -0.97 -0.11
C: -0.66 -2.11 5.11
H: 4.55 -2.21 1.04
O: -1.28 -1.94 6.36
N: -4.95 4.30 3.86
H: 3.00 -0.35 -6.99
H: 0.89 -1.11 -3.56
C: 6.75 -3.37 -2.77
O: 4.10 0.03 -5.40
H: -2.53 1.06 -0.34
H: -1.86 6.67 1.05
H: 4.70 -0.60 -5.00
H: 6.66 -1.53 -1.70
H: 2.16 2.29 3.38
H: 0.40 9.70 -1.44
H: -2.88 -4.85 -4.85
C: 0.71 -2.72 5.33
H: -1.47 -5.45 -0.14
H: 3.45 -1.75 -6.00
H: -0.42 7.60 -2.53
C: -6.62 -1.33 -1.63
H: 1.86 5.39 2.47
H: -4.58 4.26 4.81
H: -5.82 -0.11 -0.30
N: -6.65 -0.36 -0.81
H: -7.01 -3.82 4.57
O: -5.64 -1.96 -1.98
H: 1.45 0.33 -5.07
H: -0.28 7.07 7.10
H: -1.03 8.54 6.48
H: -1.28 2.58 1.02
N: -1.14 -8.44 -3.44
O: -4.95 3.00 1.97
N: 1.25 -4.24 -0.24
C: 5.67 3.57 -1.45
H: -1.30 -8.38 -6.25
N: 6.80 -2.90 -4.14
H: -1.02 -1.10 6.73
C: -0.62 0.84 0.43
C: -1.87 0.25 -0.05
H: 2.19 -4.45 0.07
H: -6.55 -2.16 2.96
H: 8.06 -4.06 -1.16
C: -1.24 7.28 -0.60
C: -5.53 -3.76 2.59
H: 7.09 -3.63 -4.78
H: 8.83 -4.14 -2.87
H: -0.22 11.17 -0.76
O: 2.78 2.20 4.11
H: -7.97 -2.55 -2.42
C: -1.10 6.82 5.33
O: -1.73 -0.69 -1.07
H: 0.56 -9.51 -5.24
H: -0.21 -7.11 -6.51
H: -2.59 -1.04 -1.30
N: -1.70 6.21 0.16
H: -4.08 1.38 3.57
O: -1.68 9.64 -1.14
H: -7.54 -3.87 1.79
H: -8.53 -1.38 -1.23
H: 4.35 4.16 -0.12
H: -2.21 8.68 0.56
H: 5.03 -1.91 -2.30
H: -4.94 -4.14 3.42
C: -0.34 10.09 -0.74
H: -0.70 -8.44 -2.53
C: 0.93 -8.65 -4.68
H: 4.33 2.99 3.08
H: -0.27 7.52 -0.18
H: -2.24 -6.00 -3.81
N: 4.76 2.95 -2.10
H: 1.35 -9.16 -3.82
H: -1.25 4.92 4.90
N: -0.71 7.59 6.35
C: -0.26 -7.75 -4.51
H: 1.70 -8.19 -5.30
O: 1.70 -1.31 -4.05
H: 7.69 -2.43 -4.26
O: 2.50 4.67 2.50
H: -0.26 6.02 -2.10
C: 5.24 -1.76 0.33
H: -4.20 2.41 5.04
H: 0.95 -1.12 -5.98
H: -0.63 5.27 6.53
O: -7.61 -3.74 3.83
N: -4.35 2.22 4.06
C: 3.69 3.27 3.91
H: 6.12 -4.25 -2.64
H: 3.86 2.78 -1.67
C: -2.18 8.48 -0.51
C: -4.73 3.17 3.21
C: 1.71 -0.70 -5.31
C: -0.97 -7.44 -5.81
H: -2.66 5.99 -0.08
H: -1.93 6.68 -2.59
N: -0.97 5.56 5.63
H: -0.04 9.74 0.25
O: 0.74 -6.10 0.93
H: 0.10 -6.81 -4.10
O: -1.68 7.18 4.39
H: 1.02 -3.47 -0.84
H: -0.13 1.30 -0.42
O: -0.82 1.83 1.42
H: 4.23 3.15 4.84
C: -2.03 -5.52 -4.76
O: 0.72 -4.16 5.71
N: -7.79 -1.81 -1.77
H: 2.43 4.77 4.60
H: -3.17 8.28 -0.92
C: 5.95 -2.33 -1.88
H: -0.78 -3.95 -0.67
H: 3.92 5.46 3.75
H: -1.20 -2.77 4.44
H: 1.35 -2.29 6.11
O: -2.05 -6.58 -5.68
H: -7.53 0.09 -0.60
H: 4.97 2.46 -2.96
C: -1.00 6.82 -2.03
O: 5.68 -2.78 -0.53
C: 8.15 -3.65 -2.17
H: -1.97 -7.88 -3.30
H: -0.52 -1.07 4.81
O: -5.64 -2.29 2.67
H: 0.03 0.11 0.92

Results
Orbital gap: 8.955 eV
Molar mass: 878.03 g/mol

2.
Formula: C2H7NO3
Source: OMol25
Level of theory: wB97M-V/def2-TZVPD

Cartesian coordinates (Å):
H: -0.21 3.13 0.04
C: -0.20 -1.20 0.19
H: 0.31 -1.50 1.11
H: 1.59 0.71 0.55
O: -1.53 -1.41 0.37
H: -2.01 -1.03 -0.38
O: 0.37 -1.74 -0.95
H: 0.35 0.65 -1.37
H: -0.01 0.91 1.50
N: -0.24 0.71 -0.54
H: 0.48 -2.69 -0.84
C: 0.51 0.82 0.55
O: 0.58 2.64 -0.23

Results
Orbital gap (spin up / spin down): 8.249 / 8.247 eV
Relative energy (zero: lowest compared OMol25 entry of this formula, charge and spin): 6.346 eV
Molar mass: 93.08 g/mol

3.
Formula: C13H37N3O4
Source: OMol25
Level of theory: wB97M-V/def2-TZVPD

Cartesian coordinates (Å):
H: -5.00 -7.65 5.43
H: -4.21 -4.57 0.63
H: -2.94 -6.57 2.14
H: -3.16 -3.98 3.70
H: 0.84 -5.35 -3.68
H: -1.28 -3.34 -6.64
C: 1.24 8.60 3.79
C: 2.78 -6.67 -6.01
H: 2.82 10.58 1.62
H: 2.85 10.44 5.24
C: -4.91 -5.65 2.81
O: 0.73 -0.09 -1.81
H: 2.18 -7.40 -6.56
H: 0.40 1.91 -1.21
C: 3.15 12.65 3.92
H: 1.04 -4.92 -7.25
C: 1.95 -5.56 -5.33
H: 1.24 10.71 3.51
H: 1.36 10.12 1.40
C: -2.63 -4.84 3.30
C: -4.79 -7.28 4.42
C: 1.89 9.87 3.27
H: -0.05 -2.76 -7.72
C: -3.43 -5.60 2.22
N: 1.44 -6.05 -4.08
H: -0.39 -1.83 -6.42
O: 0.74 -3.51 -5.86
H: -2.61 -4.38 0.73
N: 2.21 9.82 1.86
H: 2.09 12.62 3.66
H: 0.85 8.69 4.80
H: -3.80 -7.59 4.10
H: -0.13 -5.22 -5.96
H: 3.26 -7.21 -5.20
H: -2.29 -5.50 4.10
H: 0.98 -0.44 -2.67
H: 3.55 -6.25 -6.67
H: 2.61 -4.78 -4.97
H: 0.48 8.12 3.17
C: 3.13 10.25 4.20
H: -5.37 -7.91 3.75
H: 0.73 -6.77 -4.17
H: 2.05 1.52 -1.18
C: -0.29 -2.89 -6.66
O: -5.03 -5.95 4.20
H: -5.65 -6.23 2.26
H: -1.69 -4.54 2.83
C: 1.12 1.23 -1.67
O: 3.84 11.41 3.66
H: 3.21 12.97 4.96
H: 3.68 13.32 3.24
N: -3.35 -5.06 0.83
C: 0.86 -4.82 -6.18
H: 1.27 1.69 -2.65
H: 3.75 9.36 4.29
H: -5.40 -4.71 2.56
H: 2.10 7.95 3.96

Results
Orbital gap: 9.930 eV
SMILES: COC[C@H](C)N.COC[C@H](C)N.COC[C@H](C)N.CO
Relative energy (zero: lowest compared OMol25 entry of this formula, charge and spin): 2.310 eV
Molar mass: 299.46 g/mol

4.
Formula: C23H25AlN2O2
Source: OMol25
Level of theory: wB97M-V/def2-TZVPD

Cartesian coordinates (Å):
H: -1.73 -2.10 -2.41
C: -0.04 0.28 5.59
C: 3.38 0.85 -3.28
C: -0.20 -2.28 2.79
C: 0.96 0.73 -3.28
C: 2.27 0.08 2.90
H: 0.44 -2.94 3.37
H: -3.69 -2.62 -0.05
N: -1.58 1.77 -2.58
H: 2.02 3.43 -1.49
O: -3.12 0.13 -2.74
H: 2.77 -0.24 3.81
N: -0.21 0.62 4.43
O: 0.08 -0.02 6.73
C: 1.89 0.27 0.62
H: 2.58 -1.66 1.50
H: -4.03 -0.90 0.27
H: 0.35 -2.82 0.66
H: 1.91 0.07 -0.45
H: 1.40 2.45 0.65
C: -2.20 0.65 -2.10
H: 4.35 0.45 -3.59
C: 0.90 1.88 -2.48
C: -1.67 0.14 -0.76
C: -1.48 -1.58 0.99
H: -3.91 -1.47 -1.41
C: -2.14 -1.15 2.17
C: 2.22 -0.64 1.64
H: 4.24 2.50 -2.16
H: -2.06 0.82 0.01
C: -0.32 -2.30 1.35
H: -0.48 2.46 -0.92
H: -1.99 2.15 -3.43
H: -0.23 -2.09 -1.46
Al: 0.21 -0.18 2.85
C: -0.42 2.46 -2.03
C: 1.63 1.54 1.20
H: 2.23 -0.68 -4.30
C: -1.42 -1.65 3.29
H: -0.48 3.52 -2.34
C: -3.51 -1.60 -0.40
C: 1.82 1.44 2.60
H: -0.57 0.26 -0.74
H: -1.81 -1.75 4.30
C: 2.20 0.21 -3.67
H: 1.84 2.27 3.30
C: -1.31 -2.27 -1.41
H: -3.08 -0.60 2.18
C: 2.09 2.52 -2.10
C: 3.32 2.00 -2.48
H: -1.49 -3.31 -1.13
H: 0.04 0.25 -3.61
C: -1.99 -1.34 -0.41

Results
Orbital gap: 7.833 eV
Molar mass: 388.45 g/mol

5.
Formula: C3H4FNS
Source: OMol25
Level of theory: wB97M-V/def2-TZVPD

Cartesian coordinates (Å):
S: 3.69 1.14 0.03
H: 1.07 -0.18 1.98
C: 0.19 0.32 1.69
C: -1.16 0.28 -0.26
C: 3.72 -0.44 -0.05
N: -0.37 0.26 0.65
F: 2.57 -1.18 -0.19
H: -1.02 0.98 -1.04
H: 4.60 -1.08 -0.07
H: -2.06 -0.25 -0.20

Results
Orbital gap: 7.303 eV
Relative energy (zero: lowest compared OMol25 entry of this formula, charge and spin): 3.430 eV
Molar mass: 105.14 g/mol

6.
Formula: C5H8F2
Source: OMol25
Level of theory: wB97M-V/def2-TZVPD

Cartesian coordinates (Å):
C: -1.49 0.01 0.51
C: 0.35 1.42 -0.89
H: -1.70 -0.36 1.64
F: -2.34 -0.74 -0.43
C: 0.00 0.09 -0.03
H: -0.09 1.81 1.36
C: 0.47 1.26 0.71
H: -1.78 1.08 0.57
H: 1.55 1.33 1.03
H: -0.58 2.02 -0.99
H: 0.65 -1.85 -0.79
C: 0.88 -1.18 0.08
H: 0.69 -1.80 0.99
F: 2.21 -0.71 -0.08
H: 1.20 1.32 -1.60

Results
Orbital gap: 11.284 eV
SMILES: FCC1(CF)CC1
Relative energy (zero: lowest compared OMol25 entry of this formula, charge and spin): 2.421 eV
Molar mass: 106.11 g/mol

7.
Formula: C4H5N3
Source: OMol25
Level of theory: wB97M-V/def2-TZVPD

Cartesian coordinates (Å):
N: 0.35 -1.22 -0.10
H: 2.88 -0.81 0.19
H: -1.50 2.15 -0.15
H: -1.64 -2.02 0.08
H: -2.78 -0.09 -0.02
C: -1.74 -0.01 -0.02
N: 2.35 0.02 -0.14
C: -1.01 1.17 -0.09
C: 0.97 -0.05 -0.05
C: -0.99 -1.15 -0.04
N: 0.32 1.19 -0.02
H: 2.78 0.82 0.37

Results
Orbital gap: 9.992 eV
SMILES: Nc1ncccn1
Relative energy (zero: lowest compared OMol25 entry of this formula, charge and spin): 0.448 eV
Molar mass: 95.11 g/mol

8.
Formula: C4H12N2O2
Source: OMol25
Level of theory: wB97M-V/def2-TZVPD

Cartesian coordinates (Å):
O: -3.29 0.01 0.67
H: 1.42 1.82 -0.78
H: -1.08 -1.79 0.01
C: 1.17 0.43 1.97
H: 1.74 -0.89 0.35
H: 2.70 0.67 -1.02
H: -2.30 -1.01 -1.70
H: 0.41 -1.65 -1.07
N: -1.32 -1.04 -1.93
C: 1.27 0.13 0.47
N: -0.05 0.08 -0.13
O: 0.23 0.31 2.70
H: -2.43 0.37 0.94
H: -0.72 0.64 0.38
H: 2.20 0.76 2.27
H: -3.22 -0.53 -0.12
H: -1.03 -0.18 -2.37
H: 2.71 1.88 0.35
C: -0.53 -1.19 -0.70
C: 2.12 1.18 -0.27

Results
Orbital gap: 9.738 eV
SMILES: C[C@@H](C=O)NCN.O
Relative energy (zero: lowest compared OMol25 entry of this formula, charge and spin): 2.715 eV
Molar mass: 120.15 g/mol